# 1
Below is a molecular structure, C5H10O, with properties calculated with wB97M-V/def2-TZVPD.

- HOMO energy (alpha / beta): -7.282 / -7.198 eV
- E_LUMO (alpha / beta): 0.943 / 0.937 eV
- Frontier orbital gap (alpha / beta): 8.23 / 8.14 eV
- Multiplicity: 1

Geometry (Å):
C (-0.755, -1.778, -1.407)
O (-1.143, -0.913, -0.488)
C (-0.385, 0.018, 0.002)
C (1.082, -0.025, 0.347)
C (0.787, 1.133, 1.342)
C (-0.745, 0.971, 1.113)
H (0.292, -2.063, -1.431)
H (-0.313, -0.079, -2.403)
H (-1.529, -2.475, -1.705)
H (-0.215, 0.552, -1.938)
H (1.365, -0.965, 0.848)
H (1.815, 0.175, -0.440)
H (1.172, 2.098, 0.999)
H (1.125, 0.968, 2.368)
H (-1.264, 0.502, 1.957)
H (-1.288, 1.881, 0.837)

Forces on the atoms, in the same order (eV/Å):
0.157 -0.321 0.016
-0.085 0.286 0.122
0.040 -0.091 0.028
0.085 -0.055 -0.107
0.142 0.135 0.137
-0.134 0.039 0.018
-0.087 0.110 -0.016
0.040 0.066 0.027
0.093 0.174 0.084
0.008 -0.026 -0.046
-0.074 0.073 -0.079
-0.151 -0.056 0.078
-0.091 -0.175 0.023
-0.070 0.005 -0.188
0.053 0.005 -0.102
0.075 -0.170 0.005

Atomic partial charges in e from the Löwdin method, atoms 1 to 4:
1 C -0.084
2 O -0.096
3 C -0.378
4 C -0.127



# 2
Below is 2 unconnected molecules or ions with the total composition C5H10O, with properties calculated with wB97M-V/def2-TZVPD.

- HOMO energy: -8.580 eV
- E_LUMO: 1.130 eV
- Frontier orbital gap: 9.71 eV
- Multiplicity: 1
- SMILES string: COC1=CCC1.[H][H]

Geometry (Å):
C (2.370, 0.134, 0.574)
O (1.353, -0.849, 0.516)
C (0.124, -0.329, 0.400)
C (-0.413, 0.900, 0.373)
C (-1.817, 0.347, 0.210)
C (-1.169, -1.074, 0.237)
H (2.203, 0.816, 1.417)
H (2.390, 0.717, -0.354)
H (3.316, -0.392, 0.701)
H (-0.023, 1.910, 0.443)
H (-2.317, 0.590, -0.734)
H (-2.507, 0.541, 1.039)
H (-1.465, -1.706, 1.081)
H (-1.260, -1.643, -0.695)
H (-0.493, -0.127, -2.952)
H (-0.238, 0.188, -2.330)

Forces on the atoms, in the same order (eV/Å):
0.213 0.170 0.012
-0.163 -0.032 -0.034
-0.114 0.025 0.027
0.140 0.085 0.034
-0.210 0.073 -0.025
0.013 -0.177 -0.005
0.032 -0.105 -0.076
0.004 -0.060 0.096
-0.120 0.081 -0.008
-0.045 -0.168 -0.021
0.072 -0.038 0.127
0.118 -0.031 -0.130
0.061 0.092 -0.109
0.006 0.089 0.133
-0.018 -0.024 -0.069
0.011 0.021 0.047

Atomic partial charges in e from the Löwdin method, atoms 1 to 4:
1 C -0.078
2 O -0.065
3 C -0.385
4 C -0.056



# 3
Below is C5H10O in the gas phase, with properties calculated with wB97M-V/def2-TZVPD.

- HOMO energy: -8.839 eV
- E_LUMO: 1.006 eV
- Frontier orbital gap: 9.84 eV
- Multiplicity: 1
- SMILES string: C[C@@H](O)C1CC1

Geometry (Å):
C (-2.143, 0.076, 0.222)
C (-0.743, -0.111, -0.361)
O (-0.437, 1.185, -0.916)
C (0.386, -0.352, 0.611)
C (1.713, -0.960, 0.322)
C (1.658, 0.482, 0.047)
H (-2.105, 0.757, 1.079)
H (-2.655, -0.844, 0.520)
H (-2.736, 0.569, -0.556)
H (-0.768, -0.871, -1.154)
H (-0.201, 1.111, -1.839)
H (0.113, -0.262, 1.674)
H (2.301, -1.223, 1.183)
H (1.797, -1.609, -0.540)
H (1.828, 0.788, -1.002)
H (1.990, 1.265, 0.710)

Forces on the atoms, in the same order (eV/Å):
0.008 -0.079 0.061
-0.046 0.227 -0.321
-1.407 0.477 -0.888
0.690 1.469 -0.461
0.521 -0.574 0.147
-0.129 -0.151 0.745
0.040 -0.118 -0.094
0.258 -0.004 0.011
-0.020 -0.168 0.192
0.023 0.113 0.017
-0.064 -0.092 -0.190
0.379 0.335 -0.549
-0.014 -0.648 0.184
0.165 -0.097 0.044
-0.919 -0.305 0.750
0.513 -0.386 0.351

Atomic partial charges in e from the Löwdin method, atoms 1 to 4:
1 C -0.052
2 C -0.401
3 O -0.097
4 C -0.186



# 4
Below is a molecular structure, C5H10O, with properties calculated with wB97M-V/def2-TZVPD.

- HOMO energy: -9.401 eV
- E_LUMO: 1.052 eV
- Frontier orbital gap: 10.45 eV
- Multiplicity: 1

Geometry (Å):
C (-2.245, 0.258, 0.072)
C (-0.890, -0.302, 0.438)
C (0.231, 0.581, -0.453)
C (1.507, -0.253, -0.705)
C (2.436, -0.279, 0.420)
O (2.112, 0.115, 1.528)
H (-3.057, -0.119, 0.695)
H (-2.206, 1.346, 0.170)
H (-2.480, 0.019, -0.973)
H (-0.592, -0.154, 1.484)
H (-0.907, -1.419, 0.311)
H (-0.219, 0.844, -1.412)
H (0.441, 1.407, 0.217)
H (1.869, -0.499, -1.714)
H (0.559, -0.816, -0.328)
H (3.441, -0.730, 0.249)

Forces on the atoms, in the same order (eV/Å):
-0.213 0.147 0.080
0.331 0.919 -0.374
-1.478 0.188 0.768
-1.048 -1.059 0.499
-0.257 0.023 0.254
0.404 -0.072 -0.238
0.042 0.011 0.021
-0.221 -0.035 -0.023
0.007 0.077 0.191
-0.276 0.110 -0.242
0.416 0.858 -0.397
-0.049 0.151 0.292
-0.037 0.453 -0.260
-0.390 0.333 0.523
2.989 -2.282 -1.108
-0.219 0.179 0.014

Atomic partial charges in e from the Löwdin method, atoms 1 to 4:
1 C -0.135
2 C -0.238
3 C -0.176
4 C -0.158



Copy entry 4 word for word.
Below is a molecular structure, C5H10O, with properties calculated with wB97M-V/def2-TZVPD.

- HOMO energy: -9.401 eV
- E_LUMO: 1.052 eV
- Frontier orbital gap: 10.45 eV
- Multiplicity: 1

Geometry (Å):
C (-2.245, 0.258, 0.072)
C (-0.890, -0.302, 0.438)
C (0.231, 0.581, -0.453)
C (1.507, -0.253, -0.705)
C (2.436, -0.279, 0.420)
O (2.112, 0.115, 1.528)
H (-3.057, -0.119, 0.695)
H (-2.206, 1.346, 0.170)
H (-2.480, 0.019, -0.973)
H (-0.592, -0.154, 1.484)
H (-0.907, -1.419, 0.311)
H (-0.219, 0.844, -1.412)
H (0.441, 1.407, 0.217)
H (1.869, -0.499, -1.714)
H (0.559, -0.816, -0.328)
H (3.441, -0.730, 0.249)

Forces on the atoms, in the same order (eV/Å):
-0.213 0.147 0.080
0.331 0.919 -0.374
-1.478 0.188 0.768
-1.048 -1.059 0.499
-0.257 0.023 0.254
0.404 -0.072 -0.238
0.042 0.011 0.021
-0.221 -0.035 -0.023
0.007 0.077 0.191
-0.276 0.110 -0.242
0.416 0.858 -0.397
-0.049 0.151 0.292
-0.037 0.453 -0.260
-0.390 0.333 0.523
2.989 -2.282 -1.108
-0.219 0.179 0.014

Atomic partial charges in e from the Löwdin method, atoms 1 to 4:
1 C -0.135
2 C -0.238
3 C -0.176
4 C -0.158



> What is the multiplicity in the fourth record?

1